# 1
C14H25N3O3Tl | ωB97M-V/def2-TZVPD

## Properties
Orbital gap (spin up / spin down) in hartree: 0.2228 / 0.2919
Highest occupied orbital energy (spin up / spin down) in eV: -9.6991 / -10.6986
Energy relative to the best compared isomer or geometry (same formula, charge and spin) in kcal per mole: 45.3
LUMO (spin up / spin down) in eV: -3.64 / -2.76
Total charge: +1
F_max in eV Å⁻¹: 3.43

CARTESIAN COORDINATES (ANGSTROEM)
C (-0.87618, -1.73382, -3.21520)
C (-1.17209, -1.05624, -4.48185)
H (-0.57949, -2.79007, -3.17249)
H (-1.65288, -1.54466, -2.42996)
C (-1.25819, 0.33333, -4.38285)
C (-0.73884, 0.93271, -3.26103)
H (-0.77336, 0.37177, -2.34919)
H (-0.51275, 1.98548, -3.27402)
C (-1.37314, -1.74586, -5.79472)
H (-1.09459, -2.81042, -5.85432)
H (-0.69853, -1.25868, -6.49734)
H (-2.35527, -1.68153, -6.28192)
C (-1.67112, 1.18387, -5.55658)
H (-2.68548, 0.98225, -5.91837)
H (-1.02356, 1.14614, -6.44412)
H (-1.69432, 2.23533, -5.26167)
Tl (-0.36839, -0.76131, 3.49244)
O (-0.08227, -0.37791, 0.39582)
C (0.80855, 0.09192, -0.33695)
O (1.13399, 1.18826, 2.56584)
C (1.85720, 1.41120, 1.59360)
O (2.88589, 2.25637, 1.74627)
N (1.79730, 0.96634, 0.25335)
C (3.61804, 2.40782, 0.51035)
C (2.89609, 1.58284, -0.50845)
H (4.64259, 2.05808, 0.60948)
H (3.70447, 3.44807, 0.19023)
H (3.55007, 0.81802, -0.93279)
H (2.44469, 2.20348, -1.28383)
C (1.01667, -0.31950, -1.72402)
C (0.51522, -1.59468, -2.31206)
H (1.81617, 0.19623, -2.27206)
H (0.65451, -2.50812, -1.58436)
H (1.30691, -1.69248, -3.15066)
N (0.27009, -1.23307, 6.17588)
C (-1.02743, -1.27218, 6.87039)
C (-1.74410, 0.04089, 6.75166)
N (-1.98250, 0.42495, 5.32719)
H (0.71126, -2.15349, 6.12211)
H (0.92154, -0.59306, 6.64338)
H (-1.63489, -2.08332, 6.45600)
H (-0.84953, -1.43466, 7.92574)
H (-2.73308, -0.08133, 7.19528)
H (-1.18521, 0.85421, 7.23686)
H (-2.94138, 0.17952, 5.03046)
H (-1.84268, 1.42733, 5.18848)

Here are the Mulliken charges for atoms 1 to 8, given in e: atom 1 (C): -1.181, atom 2 (C): 0.849, atom 3 (H): 0.350, atom 4 (H): 0.396, atom 5 (C): 1.209, atom 6 (C): -1.207, atom 7 (H): 0.404, atom 8 (H): 0.281

=====

# 2
C14H25N4O4 | ωB97M-V/def2-TZVPD

## Properties
Orbital gap in hartree: 0.3423
Highest occupied orbital energy in eV: -12.9595
Energy relative to the best compared isomer or geometry (same formula, charge and spin) in kcal per mole: 88.6
LUMO in eV: -3.65
Total charge: +1
F_max in eV Å⁻¹: 0.56

CARTESIAN COORDINATES (ANGSTROEM)
C (3.21224, -0.81701, 2.35800)
C (2.57263, -0.49498, 1.00487)
C (2.95858, -1.51725, -0.07624)
C (1.04342, -0.28260, 1.07049)
C (0.68134, 1.15342, 1.46329)
C (0.36092, -1.32115, 1.95932)
O (-0.85822, -1.84417, 1.36216)
C (-1.97780, -1.21931, 1.62501)
C (-2.41450, -0.30287, 2.53500)
N (-3.76300, -0.10644, 2.27111)
C (-4.16678, -0.85362, 1.25985)
C (-5.54388, -0.94088, 0.68161)
O (-6.42781, -0.14402, 1.43661)
N (-6.37865, 1.23254, 0.92324)
O (-6.84331, 1.95443, 1.68200)
N (-3.08986, -1.53776, 0.85503)
O (-3.07829, -2.38837, -0.20299)
H (4.29805, -0.76537, 2.29277)
H (2.97304, -1.83639, 2.67998)
H (2.85229, -0.14758, 3.14350)
H (2.98826, 0.46532, 0.68548)
H (2.16646, -2.24501, -0.27138)
H (3.13186, -0.98476, -1.01475)
H (3.89323, -2.02216, 0.16600)
H (0.65771, -0.45161, 0.05774)
H (1.28270, 1.86066, 0.88759)
H (0.88949, 1.33781, 2.52047)
H (-0.36644, 1.38513, 1.25355)
H (0.99297, -2.19713, 2.08757)
H (0.15353, -0.93554, 2.96078)
H (-1.87894, 0.19673, 3.32125)
H (-4.38182, 0.49683, 2.79315)
H (-5.53448, -0.61082, -0.36264)
H (-5.89816, -1.97326, 0.70466)
H (-3.15604, -3.28733, 0.15788)
C (2.85371, 1.65250, -5.19681)
C (1.75127, 1.40325, -4.17532)
C (1.93697, 2.22303, -2.89304)
C (3.14582, 1.83862, -2.16503)
N (4.09538, 1.53815, -1.59394)
H (3.82696, 1.34448, -4.81267)
H (2.66372, 1.09112, -6.11062)
H (2.91180, 2.70988, -5.45990)
H (1.71069, 0.34125, -3.92459)
H (0.78317, 1.66560, -4.60547)
H (1.08113, 2.09100, -2.22764)
H (1.99643, 3.28721, -3.12811)

Here are the Mulliken charges for atoms 1 to 8, given in e: atom 1 (C): -1.766, atom 2 (C): 0.623, atom 3 (C): -1.300, atom 4 (C): 0.811, atom 5 (C): -1.698, atom 6 (C): -0.829, atom 7 (O): -0.483, atom 8 (C): 0.664

=====

# 3
C14H26AuOP2SSe4 | ωB97M-V/def2-TZVPD

## Properties
Orbital gap in hartree: 0.2222
Highest occupied orbital energy in eV: -10.0733
LUMO in eV: -4.03
Total charge: +1
F_max in eV Å⁻¹: 1.00

CARTESIAN COORDINATES (ANGSTROEM)
Au (-1.07210, 0.58691, -0.83590)
C (0.54694, 0.47576, 2.60947)
P (-0.91683, 0.55953, 1.55070)
C (-1.89339, 1.91522, 2.25371)
C (-1.84749, -0.95014, 1.99103)
C (-2.26491, -1.16487, 3.30197)
C (-3.00536, -2.28870, 3.63041)
C (-3.33606, -3.21291, 2.64907)
C (-2.91399, -3.01700, 1.34417)
C (-2.15571, -1.89661, 1.01210)
P (-1.55469, -1.65570, -0.68333)
C (-2.76655, -2.40116, -1.78686)
C (-0.06586, -2.66968, -0.85011)
H (0.20561, 0.36739, 3.63876)
H (1.13459, 1.38839, 2.51446)
H (1.17606, -0.36876, 2.33461)
H (-2.05785, 1.77546, 3.32206)
H (-2.85018, 1.97515, 1.73694)
H (-1.36116, 2.85401, 2.09355)
H (-2.03354, -0.44431, 4.07712)
H (-3.33147, -2.43911, 4.65056)
H (-3.92234, -4.08636, 2.89983)
H (-3.17444, -3.74721, 0.58910)
H (-2.78402, -3.48273, -1.65321)
H (-2.47502, -2.16793, -2.80995)
H (-3.75630, -1.98406, -1.60408)
H (-0.28279, -3.71115, -0.60917)
H (0.70675, -2.28612, -0.18518)
H (0.30087, -2.59371, -1.87460)
Se (-0.90282, 0.27926, -3.29164)
Se (-2.33275, 1.84432, -4.12686)
Se (-1.33731, 3.67685, -3.13360)
Se (-1.55668, 2.98396, -0.90738)
C (4.55568, 0.75681, -2.42468)
C (4.26115, 0.26767, -1.01614)
S (2.70020, 0.81607, -0.31356)
O (1.62773, 0.33421, -1.26192)
C (2.80242, 2.61982, -0.54167)
C (2.30598, 3.11087, -1.89588)
H (5.34088, 0.14484, -2.86686)
H (4.89973, 1.78976, -2.42638)
H (3.66951, 0.67692, -3.05392)
H (5.02668, 0.55944, -0.29301)
H (4.16950, -0.81973, -0.98708)
H (3.83660, 2.89634, -0.32799)
H (2.17689, 3.01674, 0.26004)
H (3.10397, 3.15082, -2.63306)
H (1.88234, 4.10795, -1.78673)
H (1.52152, 2.45745, -2.27887)

Here are the Mulliken charges for atoms 1 to 8, given in e: atom 1 (Au): 0.876, atom 2 (C): -1.263, atom 3 (P): 1.043, atom 4 (C): -1.460, atom 5 (C): 0.160, atom 6 (C): -0.568, atom 7 (C): -0.898, atom 8 (C): -0.723

=====

# 4
C14H26B3Br3O8 | ωB97M-V/def2-TZVPD

## Properties
Orbital gap in hartree: 0.3424
Highest occupied orbital energy in eV: -9.2977
LUMO in eV: 0.02
F_max in eV Å⁻¹: 2.04

CARTESIAN COORDINATES (ANGSTROEM)
C (-5.30234, 2.68882, -0.83449)
C (-4.77781, 1.90160, -1.77471)
C (-3.69991, 2.34278, -2.71188)
O (-3.72473, 3.45405, -3.13047)
O (-2.72073, 1.48258, -3.07638)
C (-1.41606, 2.11299, -3.03285)
C (-0.31283, 1.05334, -3.23826)
C (-0.10133, 0.24620, -1.89398)
C (-0.74990, -1.14947, -2.08456)
C (-0.98434, -1.97199, -0.78078)
C (-1.19930, -1.12956, 0.51041)
B (0.11882, -1.01436, 1.37375)
O (0.19238, -0.19943, 2.52960)
B (0.21161, -1.10739, 3.57585)
O (0.74404, -2.38858, 3.36062)
B (1.62909, -2.40102, 2.26662)
C (3.01932, -3.14567, 2.46553)
O (3.92964, -2.96982, 1.35446)
C (4.75142, -1.87581, 1.59190)
O (5.85009, -2.22768, 2.43694)
C (6.86973, -1.25017, 2.28022)
C (7.40417, -0.79688, 3.65034)
O (6.41403, 0.03990, 4.27635)
O (1.28500, -1.74080, 1.10154)
H (-5.29764, 3.77843, -0.84990)
H (-5.81988, 2.20614, -0.00276)
H (-5.20246, 0.89611, -1.86075)
H (-1.35749, 2.89919, -3.79861)
H (-1.31985, 2.58337, -2.04052)
H (0.60668, 1.55846, -3.56013)
H (-0.69565, 0.39688, -4.03480)
H (0.99039, 0.19922, -1.75783)
H (-0.56356, 0.86050, -1.11299)
H (-0.03719, -1.73108, -2.69659)
H (-1.64689, -1.02968, -2.70720)
H (-0.19554, -2.72854, -0.67930)
H (-1.91545, -2.54697, -0.93427)
H (-1.67251, -0.15453, 0.33252)
H (-1.91033, -1.69771, 1.14498)
H (-0.22740, -0.88677, 4.65130)
H (3.50784, -2.74946, 3.37702)
H (2.90095, -4.22725, 2.64208)
H (5.13242, -1.56725, 0.60375)
H (4.21173, -1.04659, 2.09312)
H (6.50831, -0.33206, 1.78743)
H (7.73024, -1.66095, 1.72206)
H (7.67722, -1.63855, 4.30004)
H (8.26099, -0.13573, 3.42502)
H (6.85314, 0.84318, 4.57827)
C (-8.77282, 3.71342, -2.98092)
Br (-9.76856, 3.41772, -1.35437)
Br (-7.01519, 2.89577, -2.88806)
Br (-9.76829, 3.14957, -4.54191)
H (-8.62329, 4.78156, -3.07243)

Here are the Mulliken charges for atoms 1 to 8, given in e: atom 1 (C): -0.613, atom 2 (C): -0.678, atom 3 (C): 0.746, atom 4 (O): -0.549, atom 5 (O): -0.257, atom 6 (C): -0.605, atom 7 (C): -1.027, atom 8 (C): -0.025

=====

# 5
C14H26BCrN2P | ωB97M-V/def2-TZVPD

## Properties
Orbital gap (spin up / spin down) in hartree: 0.2640 / 0.2527
Highest occupied orbital energy (spin up / spin down) in eV: -7.5571 / -7.5593
Energy relative to the best compared isomer or geometry (same formula, charge and spin) in kcal per mole: 0.0
LUMO (spin up / spin down) in eV: -0.37 / -0.68
Multiplicity: 5
F_max in eV Å⁻¹: 2.85

CARTESIAN COORDINATES (ANGSTROEM)
C (-2.81859, 0.21683, -3.00587)
C (-2.54451, -0.96802, -2.33153)
C (-1.74502, -1.00930, -1.15454)
C (-1.27315, 0.21321, -0.60489)
C (-1.52997, 1.37781, -1.33927)
C (-2.30646, 1.39922, -2.50066)
C (-1.61046, -2.36797, -0.50479)
C (-0.22924, -3.13054, -0.39293)
N (1.09158, -2.62658, -0.65124)
Cr (-0.38774, 1.00606, 1.34804)
C (-0.87918, 2.68684, -0.93917)
P (0.70752, 2.30362, -0.15249)
H (-2.95427, -1.89932, -2.74681)
H (-2.45599, 2.35794, -2.99868)
H (-3.41788, 0.24455, -3.92183)
H (-1.45220, 3.26041, -0.19693)
H (-0.66735, 3.32586, -1.79771)
H (-1.99382, -2.29482, 0.52917)
H (-2.28075, -3.08638, -1.01868)
H (-0.21060, -3.47665, 0.65488)
C (1.24739, 3.78234, 0.65008)
C (1.81787, 1.95601, -1.50630)
H (-0.29852, -4.05222, -1.00963)
C (1.42731, -1.82310, -1.79292)
C (2.02619, -2.66367, 0.45750)
H (1.18884, 1.22523, 2.40037)
H (1.90825, -2.45658, -2.56448)
H (0.56696, -1.31852, -2.26548)
H (2.15559, -1.03074, -1.54493)
H (2.70761, -3.52289, 0.31931)
H (2.64921, -1.75957, 0.56586)
H (1.49993, -2.81839, 1.41697)
H (2.05279, 2.89701, -2.02966)
H (2.73557, 1.48391, -1.13292)
H (1.31246, 1.26346, -2.19010)
H (1.32882, 4.56674, -0.10198)
H (0.48756, 4.01165, 1.39760)
H (2.20124, 3.57429, 1.13564)
H (1.48072, 0.99521, 1.75481)
B (-0.17178, -0.33104, 5.48383)
C (-0.35141, -0.29738, 3.99620)
N (-0.55607, -0.24438, 2.83775)
H (0.85610, -0.92777, 5.75581)
H (-1.16732, -0.89596, 5.90448)
H (-0.14725, 0.85356, 5.78816)

Here are the Mulliken charges for atoms 1 to 8, given in e: atom 1 (C): -0.802, atom 2 (C): -0.680, atom 3 (C): 0.316, atom 4 (C): -0.358, atom 5 (C): 2.091, atom 6 (C): -0.834, atom 7 (C): -0.667, atom 8 (C): -0.733